(1)
Density functional theory data (ωB97M-V with the def2-TZVPD basis set) for a 3-piece molecular cluster, C34H64N2O10S overall at a distorted geometry.

The geometry in XYZ format:
```
111
Properties=species:S:1:pos:R:3:lowdin_charge:R:1
H -2.540 6.775 -3.075 0.071
C 2.155 2.553 -3.241 -0.029
H 1.364 -1.027 -0.845 0.079
C 2.987 -4.281 3.792 -0.117
H -2.876 5.020 -1.538 0.131
H 3.745 -5.058 -4.000 0.123
C 2.568 2.787 -5.591 -0.081
C -1.452 6.778 -3.063 -0.088
H 3.271 -4.664 4.773 0.086
H -0.225 -4.268 -3.292 0.129
H -1.732 -7.579 4.044 0.088
H 0.014 -6.406 2.029 0.118
N -0.106 4.664 0.777 0.088
O 3.436 -5.171 -1.945 -0.199
C 2.912 -3.215 -3.290 -0.184
H -0.487 -3.754 -0.992 0.126
H 2.858 -6.998 -1.286 0.079
C 1.536 -1.801 -0.090 -0.099
H 0.582 3.649 -1.421 0.099
C 3.792 -4.433 -3.102 -0.199
H 0.942 2.346 -6.886 0.102
H 2.764 -7.097 3.277 0.118
O -0.560 0.762 -2.278 0.127
H -1.448 3.488 -3.726 0.066
N -4.902 1.963 0.131 0.032
H 0.627 -5.903 0.463 0.121
C -4.072 2.829 -0.691 -0.194
H -0.633 1.772 -5.018 0.117
H -0.423 2.856 4.492 0.087
C 3.034 2.854 -4.280 -0.070
H -4.807 0.995 -0.136 0.082
C -1.440 4.177 0.498 -0.276
C -2.210 5.284 3.242 -0.179
H -1.074 7.751 -2.782 0.068
H -4.554 2.898 -1.660 0.113
H 4.446 -6.978 -2.081 0.087
H -2.454 3.266 3.725 0.126
C -1.038 -8.388 3.820 -0.116
H -2.342 5.693 6.678 0.072
C 2.296 -7.808 2.593 -0.185
H 1.779 -9.240 4.084 0.126
H 2.509 2.603 -2.221 0.117
H -0.049 -2.265 -1.862 0.122
H 4.826 -4.086 -2.976 0.126
H -4.084 3.812 -0.231 0.107
C 0.381 2.078 -4.817 -0.031
H -2.011 4.160 5.851 0.066
H -4.707 2.063 1.114 0.050
H 2.881 -3.192 3.857 0.087
O 1.571 -3.480 -3.666 -0.117
H -1.144 6.525 -4.072 0.070
C 0.321 -3.242 -1.532 -0.187
H 2.348 -4.519 1.462 0.120
H -1.868 5.909 2.422 0.099
H -3.562 5.014 5.603 0.079
H 3.243 3.047 -6.391 0.099
H 2.961 -2.563 -2.416 0.116
H -1.240 -8.745 2.804 0.086
O 1.849 -7.173 1.408 -0.126
C 3.428 -6.572 -2.111 -0.106
C -2.317 3.987 -3.310 -0.019
O 0.268 -7.870 3.934 -0.195
C -1.901 5.906 4.595 -0.259
H 0.702 -4.031 1.912 0.125
H -2.067 5.059 0.418 0.133
C -2.592 2.349 -0.879 -0.265
S -1.846 1.594 1.498 0.656
H 0.817 -9.353 2.592 0.123
C -0.041 1.842 -2.325 -0.344
C 1.267 -8.657 3.307 -0.201
H 4.052 3.132 -4.064 0.101
C 1.254 2.391 -5.853 -0.068
C 0.919 -6.103 1.498 -0.169
C -1.762 3.814 3.093 -0.329
C -2.081 3.350 1.666 -0.253
H -0.833 6.050 4.739 0.096
O 1.769 -4.889 3.431 -0.191
H 0.832 -1.666 0.737 0.087
H -0.103 5.504 1.329 0.085
C 0.832 2.179 -3.503 -0.160
O 1.423 -3.092 -0.651 -0.220
H 0.291 2.990 2.923 0.051
H 3.084 -8.489 2.258 0.127
C -0.352 3.503 3.624 -0.050
H -3.154 3.492 1.564 0.114
C -1.542 3.455 -0.905 -0.282
H 0.177 4.389 3.961 0.074
H 0.205 2.365 -0.320 0.119
H 2.553 -1.693 0.289 0.090
H 3.324 -2.649 -4.130 0.127
C 1.468 -4.805 2.045 -0.193
H 0.510 3.967 1.161 0.077
H 3.784 -4.525 3.082 0.087
H -1.203 -9.204 4.532 0.086
O -0.471 1.224 1.664 -0.259
H -2.654 4.749 -4.001 0.080
H -0.791 6.188 -1.136 0.096
O -2.780 0.962 2.385 -0.256
H -2.567 1.889 -1.858 0.128
C -1.973 4.551 -1.932 -0.300
H -3.109 3.247 -3.261 0.075
C -0.140 2.874 -1.219 -0.044
H -0.018 5.317 -2.469 0.109
O -2.261 1.268 0.009 -0.169
H 1.069 -5.060 -2.413 0.114
C 0.695 -4.084 -2.730 -0.182
H -2.319 6.912 4.582 0.106
C -0.961 5.685 -2.078 -0.201
C -2.493 5.126 5.766 -0.089
H 2.949 -6.862 -3.053 0.087
H -3.300 5.258 3.162 0.123
```

Results
- HOMO (eV) = -8.75
- frontier orbital gap (eV) = 9.158
- M (g mol⁻¹) = 692.96
- LUMO (eV) = 0.41
- charge = 0
- ΔE to the lowest compared entry with this formula, charge and spin (kcal/mol) = 0.00
- 2S+1 = 1



(2)
Density functional theory data (ωB97M-V with the def2-TZVPD basis set) for a 5-piece molecular cluster, C34H65BF3N3O10P overall at a distorted geometry.

The geometry in XYZ format:
```
117
Properties=species:S:1:pos:R:3:lowdin_charge:R:1
C 1.382 -1.514 -2.179 -0.396
H 2.785 -4.497 1.739 0.085
H 0.391 -7.728 5.605 0.123
C -0.895 -2.934 2.215 -0.128
C -1.588 -1.705 1.371 -0.271
C -7.208 1.173 -6.859 -0.064
C 1.999 -2.708 0.522 -0.419
H 0.797 -0.235 1.856 0.124
C -6.271 0.044 -7.247 -0.220
C -2.566 -1.960 -0.882 0.127
P 0.493 -2.279 -0.623 1.004
H -3.637 -1.558 3.900 0.127
O 7.073 7.393 -3.645 -0.010
C 2.249 5.997 -0.684 -0.482
H 7.081 4.959 -1.908 0.097
H -2.941 -3.469 3.130 0.098
N -4.158 0.133 -1.531 0.115
C 1.060 -4.684 6.656 -0.504
H 3.008 -2.295 0.037 0.093
C 2.229 -4.326 0.716 -0.187
H -7.707 0.973 -5.907 0.068
C -6.685 -1.280 -4.686 0.013
H 8.845 5.225 -1.928 0.096
H 0.638 -1.258 -3.047 0.076
H 2.132 -4.767 8.491 0.103
C 4.422 8.320 -0.057 -0.053
H -7.095 -0.548 -3.986 0.102
C 0.527 0.092 0.740 -0.199
H 4.195 7.806 0.881 0.069
H -1.880 -5.610 4.533 0.125
H 1.340 -7.165 8.464 0.069
H 3.549 8.732 -1.969 0.125
N -2.471 -5.966 2.476 -0.048
H -1.929 2.416 -1.248 0.131
C 0.801 -7.740 7.707 -0.063
C -0.637 -0.927 0.225 -0.399
F -5.563 -2.176 1.751 -0.042
H 1.997 -7.134 5.980 0.116
H 1.263 -4.975 0.577 0.065
C 0.958 -7.133 6.326 -0.227
H -0.565 -3.857 1.532 0.106
O -3.228 -3.573 0.540 0.009
H -0.432 -5.520 3.202 0.119
H 3.556 -2.342 -2.328 0.090
C -5.421 0.340 1.445 -0.026
H -1.324 -0.476 3.258 0.161
C 0.979 2.640 -0.042 0.004
C 7.909 5.407 -2.464 0.005
H 2.897 -5.728 7.198 0.071
C 5.544 5.851 -4.748 -0.065
O 8.013 7.626 -1.625 0.073
H 3.013 -4.643 -0.127 0.081
N -2.497 -2.450 0.429 -0.097
C -2.116 -0.538 2.365 -0.086
H 2.391 -2.714 -3.877 0.085
H -6.578 -2.245 -4.180 0.096
H -0.723 2.175 1.403 0.109
O -4.335 -1.039 -4.439 0.041
C -3.573 -0.722 3.064 -0.117
H 3.000 -3.987 7.142 0.096
H 0.676 3.756 -0.257 0.057
O 1.955 4.894 -1.137 0.017
F -4.802 1.662 1.751 -0.006
H 4.644 9.367 0.168 0.090
H -6.649 2.104 -6.733 0.087
H 5.606 5.103 -3.953 0.068
H 5.331 5.338 -5.689 0.082
B -2.760 0.569 -1.019 -0.462
H -3.782 0.294 3.658 0.148
H 2.168 -3.653 -2.166 0.048
H 0.102 -2.517 2.713 0.130
H 2.050 -0.577 -1.895 0.081
O 0.574 -3.577 6.439 0.065
H 1.947 2.201 -0.551 0.078
H -4.124 -3.460 0.061 0.174
C -1.618 -0.586 -1.021 -0.103
H -3.216 -2.464 -1.746 0.197
H -1.212 -0.544 -2.131 0.155
C 2.344 -4.817 7.420 0.008
H -2.011 -6.080 1.545 0.059
H -0.252 -7.744 8.003 0.087
H 7.688 6.043 -5.129 0.115
H 6.712 7.402 -5.653 0.124
H -6.797 -0.904 -7.408 0.118
C 6.823 6.658 -4.859 -0.226
H -3.382 -5.465 2.378 0.055
H -3.993 -0.050 -2.561 0.063
C 3.274 8.219 -1.043 -0.219
C 1.835 6.387 0.705 0.013
C -4.850 -0.919 2.068 -0.055
H -5.783 0.291 -8.193 0.127
O -5.220 -0.108 -6.274 0.002
H 1.175 -8.767 7.720 0.086
H 1.750 7.462 0.855 0.074
H -1.584 -3.141 4.483 0.118
H -7.387 -1.442 -5.502 0.075
C 0.169 1.677 0.786 -0.141
H 8.012 4.915 -3.429 0.069
H -7.972 1.319 -7.627 0.087
C 2.475 -2.663 -2.710 -0.170
H -4.818 0.951 -1.526 0.092
O 0.402 -5.805 6.284 -0.028
H 0.841 5.973 0.900 0.090
H 1.561 0.006 0.148 0.100
C -1.537 -5.229 3.455 -0.242
O -2.649 1.993 -0.666 0.026
H 5.319 7.848 -0.467 0.075
C -1.792 -3.576 3.417 -0.170
F -6.557 0.278 0.492 -0.009
C 7.696 6.889 -2.556 -0.508
O 3.022 6.846 -1.397 -0.004
H 4.702 6.504 -4.502 0.082
H 2.548 5.970 1.422 0.105
H 2.361 8.704 -0.679 0.115
H 1.932 -2.166 1.581 0.075
C -5.326 -0.827 -5.134 -0.490
H -2.111 0.563 1.904 0.124
```

Results
- HOMO (eV) = -10.51
- frontier orbital gap (eV) = 7.206
- M (g mol⁻¹) = 774.69
- LUMO (eV) = -3.30
- charge = +1
- 2S+1 = 1